{
  "formula": "C21H43AsF3IO6PS",
  "method": "wB97M-V/def2-TZVPD",
  "multiplicity": 1,
  "e_tot_ha": -4849.81743,
  "homo_lumo_gap_ev": 6.03,
  "charge": -1,
  "species": ["C", "C", "C", "C", "C", "As", "S", "C", "C", "C", "C", "O", "C", "C", "C", "O", "C", "C", "C", "O", "C", "C", "F", "F", "F", "P", "O", "I", "H", "H", "H", "H", "H", "H", "H", "H", "H", "H", "H", "H", "H", "H", "H", "H", "H", "H", "H", "H", "H", "H", "H", "H", "H", "H", "H", "H", "H", "H", "H", "H", "H", "H", "H", "H", "H", "O", "C", "O", "C", "C", "C", "H", "H", "H", "H", "H", "H"],
  "xyz": [[-5.301, -1.922, -0.611], [-4.774, -0.930, -1.725], [-3.491, -0.030, -1.299], [-2.096, -0.751, -1.225], [-2.154, -2.146, -1.998], [-1.061, -0.758, 0.585], [-3.049, -0.839, 1.753], [-1.291, 1.261, 0.479], [-0.372, 2.277, 1.220], [1.202, 2.220, 1.161], [1.690, 3.276, 0.042], [3.113, 3.614, 0.187], [-0.110, -0.714, 2.383], [-0.905, -1.340, 3.657], [0.280, -1.601, 4.746], [-0.245, -1.931, 6.055], [-0.498, -3.350, 6.133], [0.648, -0.746, -0.532], [1.898, -1.601, -0.171], [1.883, -2.875, -0.924], [3.183, -3.182, -1.409], [3.073, -4.656, -2.039], [2.480, -5.503, -1.080], [2.175, -4.672, -3.121], [4.321, -5.184, -2.372], [-1.119, -3.093, 0.577], [-2.592, -3.570, 1.386], [0.540, -4.237, 1.971], [-5.824, -1.345, 0.214], [-4.526, -2.651, -0.238], [-6.126, -2.561, -1.095], [-4.644, -1.397, -2.760], [-5.607, -0.153, -1.880], [-3.846, 0.623, -0.461], [-3.463, 0.704, -2.193], [-1.413, -0.116, -1.898], [-2.545, -1.866, -3.051], [-1.132, -2.599, -2.236], [-2.908, -2.898, -1.629], [-3.154, 0.283, 2.582], [-2.340, 1.481, 0.886], [-1.368, 1.642, -0.607], [-0.670, 3.334, 0.876], [-0.661, 2.289, 2.334], [1.600, 2.662, 2.144], [1.691, 1.210, 1.058], [1.416, 2.920, -1.001], [1.142, 4.271, 0.186], [3.464, 2.879, 0.721], [0.891, -1.239, 2.420], [0.125, 0.309, 2.814], [-1.557, -0.593, 4.190], [-1.343, -2.357, 3.483], [1.057, -2.335, 4.373], [0.820, -0.596, 4.857], [0.192, -3.772, 6.935], [-0.269, -3.905, 5.160], [-1.600, -3.488, 6.369], [1.005, 0.316, -0.780], [0.409, -1.151, -1.584], [2.196, -1.854, 0.872], [2.813, -1.059, -0.626], [3.988, -3.130, -0.614], [3.425, -2.503, -2.290], [-3.077, -4.199, 0.821], [0.343, 4.917, -3.146], [1.502, 5.091, -3.404], [2.135, 4.549, -4.480], [3.529, 4.870, -4.424], [3.621, 6.097, -3.544], [2.472, 5.889, -2.577], [4.066, 4.015, -4.002], [3.903, 5.060, -5.431], [4.591, 6.206, -3.058], [3.440, 6.996, -4.141], [2.773, 5.296, -1.709], [2.036, 6.836, -2.263]],
  "forces_ev_per_angstrom": [[-1.0, -0.4, -1.1], [-0.2, 1.1, 0.5], [-1.6, 0.3, -2.0], [-0.2, -0.6, -1.5], [-0.2, 0.8, -2.1], [0.7, 2.9, 0.3], [-2.5, 0.6, 1.6], [-0.7, 2.3, -0.7], [-0.4, 0.7, 1.4], [0.5, 1.8, -0.1], [-0.6, 0.1, 0.6], [-0.9, -1.1, 0.0], [0.3, 0.0, 2.9], [2.8, -0.5, 0.9], [-0.2, 1.8, -0.7], [0.6, -1.1, -1.3], [-0.1, -0.3, 0.1], [1.2, -0.5, -1.8], [1.9, 0.4, -1.5], [0.9, 0.5, 0.2], [-0.6, -0.7, -1.2], [-1.4, -0.1, 1.6], [1.5, 1.2, -1.9], [2.3, -0.1, 1.6], [-2.4, 0.8, 0.1], [-1.6, -2.7, -0.3], [1.1, 0.2, -0.9], [0.3, -0.2, 0.5], [1.1, -0.8, -0.7], [-0.8, 1.1, -0.1], [1.0, 0.8, 0.6], [0.0, 0.3, 1.6], [1.0, -1.1, 0.2], [0.8, -1.0, -0.4], [0.3, -0.9, 1.2], [-0.7, -0.9, 1.2], [0.4, -0.4, 1.3], [-1.5, 0.5, 0.8], [1.1, 0.7, -0.1], [0.5, -0.8, -0.9], [1.5, -0.4, -0.6], [0.3, -0.9, 1.3], [0.4, -1.4, 0.4], [0.4, -0.2, -1.5], [-0.5, -0.6, -1.2], [-0.7, 1.0, -0.1], [0.6, 0.3, 1.1], [0.6, -1.5, -0.1], [0.1, 0.5, -0.4], [-1.0, 0.4, -0.5], [-0.2, -0.7, -1.1], [0.3, -1.0, -0.9], [-0.2, 1.3, 0.0], [-1.0, 0.5, 0.5], [-0.7, -1.3, 0.1], [-1.1, 0.3, -0.8], [-0.3, 0.9, 1.2], [1.4, -0.1, -0.1], [-0.7, -1.3, 0.7], [0.1, 0.5, 1.6], [-0.8, 0.4, -0.5], [-1.2, -0.4, 0.8], [-0.8, -0.3, -0.9], [0.1, -0.6, 1.0], [0.6, 0.2, 0.2], [0.4, -0.1, -0.6], [-0.8, -0.2, 0.6], [-0.3, 0.1, 0.1], [0.4, -0.1, -0.2], [0.4, 0.4, 0.2], [0.4, 0.3, -0.2], [0.0, 0.0, 0.0], [-0.2, -0.2, 0.0], [0.0, -0.1, -0.1], [0.0, -0.1, 0.0], [-0.1, 0.0, 0.0], [-0.2, -0.3, 0.2]],
  "lowdin_charge": [-0.16, -0.27, -0.27, -0.49, -0.22, 0.59, 0.43, -0.37, -0.28, -0.20, -0.25, -0.13, -0.39, -0.30, -0.28, -0.24, -0.13, -0.29, -0.28, -0.26, -0.12, -0.41, 0.05, 0.08, 0.08, 0.40, -0.55, 0.48, 0.07, 0.03, 0.07, 0.09, 0.10, 0.07, 0.11, 0.09, 0.08, 0.06, 0.05, -0.15, 0.04, 0.08, 0.11, 0.10, 0.12, 0.09, 0.12, 0.12, 0.07, 0.02, 0.06, 0.09, 0.04, 0.07, 0.12, 0.09, 0.06, 0.09, 0.08, 0.08, 0.07, 0.11, 0.15, 0.15, 0.02, 0.12, -0.49, 0.03, -0.17, -0.16, -0.08, 0.13, 0.12, 0.12, 0.12, 0.11, 0.13]
}

***

{
  "formula": "C41H38AsMnN2O9P2",
  "method": "wB97M-V/def2-TZVPD",
  "multiplicity": 6,
  "e_tot_ha": -6441.76807,
  "homo_lumo_gap_ev": [7.22, 8.29],
  "de_lowest_kj_mol": 11.9,
  "s2": 8.756,
  "charge": -1,
  "species": ["Mn", "C", "C", "O", "P", "O", "O", "O", "P", "O", "O", "O", "H", "H", "H", "H", "H", "H", "H", "C", "C", "C", "C", "C", "C", "As", "C", "C", "C", "C", "C", "C", "C", "C", "C", "C", "C", "C", "H", "H", "H", "H", "H", "H", "H", "H", "H", "H", "H", "H", "H", "H", "H", "C", "C", "C", "C", "C", "C", "H", "H", "H", "H", "H", "O", "C", "N", "C", "C", "O", "N", "C", "C", "C", "C", "C", "C", "C", "C", "C", "C", "C", "C", "H", "H", "H", "H", "H", "H", "H", "H", "H", "H", "H"],
  "xyz": [[0.736, -0.683, 0.857], [-0.617, -4.656, 3.924], [-0.878, -3.275, 3.357], [-2.191, -2.841, 3.732], [0.259, -1.996, 4.018], [1.729, -2.566, 4.073], [-0.061, -1.965, 5.583], [0.084, -0.689, 3.343], [-0.621, -3.106, 1.551], [-1.011, -4.480, 0.878], [0.873, -2.836, 1.448], [-1.501, -1.961, 1.141], [-0.622, -4.639, 5.014], [0.347, -5.034, 3.583], [-1.398, -5.329, 3.572], [-2.484, -2.272, 2.994], [2.040, -2.646, 3.145], [-0.999, -1.760, 5.712], [-0.873, -4.380, -0.106], [-0.035, 3.920, 4.955], [-1.358, 3.880, 4.542], [-1.724, 3.104, 3.452], [-0.767, 2.364, 2.765], [0.553, 2.393, 3.196], [0.920, 3.173, 4.282], [-1.159, 1.267, 1.201], [-2.964, 0.690, 1.609], [-3.265, 0.248, 2.893], [-4.516, -0.276, 3.177], [-5.476, -0.368, 2.178], [-5.178, 0.067, 0.896], [-3.926, 0.595, 0.611], [-1.527, 2.690, -0.087], [-0.683, 2.839, -1.179], [-0.893, 3.876, -2.082], [-1.945, 4.758, -1.904], [-2.796, 4.607, -0.816], [-2.587, 3.579, 0.088], [0.249, 4.522, 5.809], [-2.111, 4.450, 5.072], [-2.763, 3.068, 3.149], [1.295, 1.770, 2.707], [1.951, 3.178, 4.612], [-2.506, 0.295, 3.666], [-4.735, -0.631, 4.176], [-6.450, -0.787, 2.397], [-5.919, -0.012, 0.110], [-3.700, 0.923, -0.397], [0.134, 2.144, -1.338], [-0.231, 3.979, -2.932], [-2.107, 5.563, -2.611], [-3.623, 5.292, -0.672], [-3.260, 3.465, 0.929], [5.717, -0.353, 0.989], [5.011, 0.802, 1.292], [3.621, 0.783, 1.331], [2.858, -0.369, 1.085], [3.618, -1.514, 0.779], [5.008, -1.516, 0.727], [6.800, -0.344, 0.956], [5.545, 1.726, 1.492], [3.130, 1.731, 1.544], [3.102, -2.448, 0.566], [5.539, -2.431, 0.483], [-0.546, -3.868, -1.716], [-0.104, -2.768, -2.036], [0.032, -2.378, -3.352], [0.701, -1.098, -3.457], [0.745, -0.747, -1.959], [1.138, 0.332, -1.514], [0.317, -1.759, -1.209], [-0.123, -0.038, -4.163], [-1.512, -0.117, -4.154], [-2.277, 0.892, -4.717], [-1.663, 1.994, -5.295], [-0.280, 2.083, -5.296], [0.486, 1.077, -4.727], [2.103, -1.263, -4.026], [2.248, -1.568, -5.378], [3.499, -1.805, -5.920], [4.627, -1.735, -5.112], [4.490, -1.428, -3.769], [3.235, -1.191, -3.224], [-0.029, -3.049, -4.097], [-1.991, -0.973, -3.696], [-3.357, 0.819, -4.698], [-2.261, 2.784, -5.732], [0.209, 2.944, -5.734], [1.564, 1.160, -4.715], [1.370, -1.607, -6.013], [3.596, -2.041, -6.972], [5.608, -1.919, -5.532], [5.361, -1.368, -3.129], [3.153, -0.942, -2.173]],
  "forces_ev_per_angstrom": [[0.1, -0.5, -0.1], [0.0, 0.0, 0.0], [0.0, -0.1, 0.0], [0.0, 0.1, 0.0], [0.0, -0.1, 0.0], [0.1, 0.0, -0.1], [-0.2, 0.1, 0.1], [0.0, 0.1, 0.0], [0.0, 0.2, 0.0], [0.0, -0.1, -0.1], [0.0, 0.0, 0.1], [0.0, 0.0, 0.0], [0.0, 0.0, 0.0], [0.0, 0.0, 0.0], [0.0, 0.0, 0.0], [0.0, 0.0, 0.0], [-0.1, 0.0, 0.1], [0.1, -0.1, 0.0], [0.0, 0.0, 0.1], [0.1, 0.0, 0.0], [-0.1, 0.0, 0.0], [0.0, 0.0, 0.0], [0.0, -0.1, 0.0], [0.1, -0.1, 0.0], [0.0, 0.0, 0.0], [0.0, 0.2, 0.0], [0.0, 0.0, 0.0], [0.0, 0.0, 0.0], [0.0, 0.0, 0.0], [0.0, 0.0, 0.0], [0.0, 0.0, 0.0], [0.0, 0.0, 0.0], [-0.1, 0.0, 0.1], [0.1, 0.0, -0.1], [0.0, 0.0, 0.0], [0.0, 0.0, 0.0], [0.0, 0.0, 0.0], [0.0, 0.0, 0.0], [0.0, 0.0, 0.0], [0.0, 0.0, 0.0], [0.0, 0.0, 0.0], [0.0, 0.0, 0.0], [0.0, 0.0, 0.0], [0.0, 0.0, 0.0], [0.0, 0.0, 0.0], [0.0, 0.0, 0.0], [0.0, 0.0, 0.0], [0.0, 0.0, 0.0], [-0.1, 0.1, 0.0], [0.0, 0.0, 0.0], [0.0, 0.0, 0.0], [0.0, 0.0, 0.0], [0.0, 0.0, 0.0], [0.1, 0.0, 0.0], [0.0, 0.0, 0.0], [-0.1, 0.1, 0.0], [0.0, 0.0, 0.0], [0.0, 0.0, 0.0], [0.0, 0.0, 0.0], [0.0, 0.0, 0.0], [0.0, 0.0, 0.0], [0.0, 0.0, 0.0], [0.0, 0.0, 0.0], [0.0, 0.0, 0.0], [0.0, -0.1, 0.1], [0.1, -0.1, 0.0], [-0.2, 0.1, -0.1], [0.1, -0.1, 0.0], [0.1, 0.1, 0.1], [0.0, 0.0, -0.1], [-0.1, 0.3, 0.1], [-0.1, 0.0, 0.0], [0.0, 0.0, 0.0], [0.0, 0.0, 0.0], [0.0, 0.0, 0.0], [0.0, 0.0, 0.0], [0.0, 0.0, 0.0], [0.0, 0.0, 0.0], [0.0, 0.0, 0.0], [0.0, 0.0, 0.0], [0.0, 0.0, 0.0], [0.0, 0.0, 0.0], [0.0, 0.0, 0.0], [0.1, 0.0, 0.0], [0.0, 0.0, 0.0], [0.0, 0.0, 0.0], [0.0, 0.0, 0.0], [0.0, 0.0, 0.0], [0.1, 0.0, 0.0], [0.0, 0.0, 0.0], [0.0, 0.0, 0.0], [0.0, 0.0, 0.0], [0.0, 0.0, 0.0], [0.0, 0.0, 0.0]],
  "lowdin_spin": [4.70, 0.00, 0.00, 0.00, 0.00, 0.00, 0.00, 0.03, 0.01, 0.00, 0.04, 0.02, 0.00, 0.00, 0.00, 0.00, 0.00, 0.00, 0.00, 0.00, 0.00, 0.00, 0.00, 0.00, 0.00, 0.03, 0.00, 0.00, 0.00, 0.00, 0.00, 0.00, 0.00, 0.00, 0.00, 0.00, 0.00, 0.00, 0.00, 0.00, 0.00, 0.00, 0.00, 0.00, 0.00, 0.00, 0.00, 0.00, 0.00, 0.00, 0.00, 0.00, 0.00, 0.01, 0.00, 0.02, 0.02, 0.01, 0.00, 0.00, 0.00, 0.00, 0.00, 0.00, 0.00, 0.00, 0.00, 0.00, 0.01, 0.03, 0.02, 0.00, 0.00, 0.00, 0.00, 0.00, 0.00, 0.00, 0.00, 0.00, 0.00, 0.00, 0.00, 0.00, 0.00, 0.00, 0.00, 0.00, 0.00, 0.00, 0.00, 0.00, 0.00, 0.00]
}

***

{
  "formula": "C4H12N2O2",
  "method": "wB97M-V/def2-TZVPD",
  "multiplicity": 1,
  "smiles": "NCCNCC=O.O",
  "e_tot_ha": -419.55414,
  "homo_lumo_gap_ev": 9.20,
  "de_lowest_kj_mol": 247.7,
  "charge": 0,
  "species": ["N", "C", "C", "N", "C", "C", "O", "H", "H", "H", "H", "H", "H", "H", "H", "H", "H", "O", "H", "H"],
  "xyz": [[2.050, -0.848, -1.822], [0.820, -0.354, -2.406], [-0.445, -0.619, -1.571], [-0.249, -0.097, -0.231], [-1.307, 0.696, 0.352], [-1.949, -0.129, 1.460], [-1.507, -0.189, 2.574], [2.062, -1.854, -1.757], [2.194, -0.410, -0.913], [0.742, -0.773, -3.397], [0.879, 0.720, -2.507], [-0.534, -1.723, -1.544], [-1.287, -0.156, -2.078], [0.176, -0.698, 0.454], [-0.920, 1.633, 0.781], [-2.020, 1.038, -0.396], [-2.818, -0.721, 1.104], [1.709, 1.347, 1.666], [2.573, 1.193, 2.070], [1.897, 1.868, 0.862]],
  "forces_ev_per_angstrom": [[0.2, 0.6, 0.1], [-0.2, 0.0, 0.4], [1.4, -1.2, 0.0], [-0.5, 0.6, -0.5], [0.2, 0.8, 0.9], [-0.2, 0.5, -0.8], [-0.2, -0.1, 0.1], [0.0, -0.1, 0.2], [0.0, -0.4, -0.2], [-0.3, -0.2, -0.4], [0.3, 0.4, -0.1], [-0.5, 0.3, -0.1], [-0.3, -0.1, 0.2], [0.1, -0.2, -0.2], [0.1, -0.3, 0.2], [-0.2, -0.4, -0.1], [0.0, -0.2, 0.4], [0.4, 0.3, -0.4], [-0.2, 0.1, -0.1], [-0.1, -0.4, 0.5]],
  "nbo_charge": [-0.84, -0.22, -0.23, -0.65, -0.31, 0.43, -0.51, 0.35, 0.36, 0.18, 0.18, 0.17, 0.19, 0.39, 0.20, 0.20, 0.10, -0.94, 0.47, 0.47]
}